Record 1
Computed, not measured: a single C22H22N2O9P2 molecule, with ωB97M-V/def2-TZVPD.

Last column: Mulliken charge in e.
Element x y z (Å)
H -4.87945 1.59699 -1.86366  0.35
H -5.61095 -3.09585 0.16846  0.33
H 5.56930 -2.41672 -2.74347  0.51
H 1.93915 -1.27481 -0.79131  0.37
C -0.39610 0.09389 1.79852  -0.68
O -4.52617 -1.62310 1.11334  -0.35
C 1.98946 3.89663 1.77151  -0.69
H -0.08633 0.93207 2.40560  0.54
H 1.48704 0.92656 -0.65185  0.64
O -4.24589 0.29497 -0.46304  -0.34
H -2.37472 0.83311 1.42786  0.55
N 0.33308 3.13718 -1.46621  1.07
O -3.86496 -2.09624 -1.35071  -0.81
H 3.10242 2.49863 2.97807  0.52
C 1.63537 1.73795 0.04368  -0.22
N 7.21732 -1.54098 -0.86862  1.02
O 7.72444 -2.14306 -1.78869  -0.62
P 3.02904 -0.03286 1.75253  1.22
C -2.72073 1.46816 -1.94069  -0.90
H 5.70912 -0.50972 1.08277  0.60
C -2.04874 -1.05946 0.50135  0.39
O -0.26839 4.17517 -1.62512  -0.62
H -4.24794 0.05291 -2.50578  0.38
O 3.93998 0.03703 2.88330  -0.76
H -6.71154 -0.97136 -0.38668  0.25
H -7.82468 -1.98391 0.54970  0.41
H -5.92207 -2.83363 1.90980  0.32
C 2.34876 1.57907 1.21819  0.26
C 2.53053 2.65698 2.07533  -0.37
C -1.16499 -2.10630 0.29543  -0.53
O 0.34259 2.21148 -2.24872  -0.59
C 0.10689 -2.06056 0.83625  -0.62
H 0.81714 5.01410 0.34757  0.51
C -1.66840 0.03508 1.26022  -0.46
H -2.64158 1.93071 -2.92023  0.53
H -6.98855 -0.62541 1.32455  0.26
C 5.04379 -1.97156 -1.91226  -0.41
H -1.95087 0.70329 -1.85150  0.20
H -1.48804 -2.94948 -0.29563  0.51
C 5.13670 -0.88698 0.24776  -0.42
C 5.77022 -1.46493 -0.84159  -0.44
C -6.89696 -1.41884 0.58703  -0.98
H 2.13560 4.73043 2.44033  0.42
H -2.55694 2.22813 -1.17969  0.22
H 0.80174 -2.87654 0.70324  0.57
C 0.49384 -0.95130 1.57945  0.12
O 1.74516 -0.92405 2.14977  -0.53
C 1.09199 2.98131 -0.24682  -0.50
C 3.01821 -1.31439 -0.80287  -0.12
C 1.25731 4.06372 0.60907  -0.50
H 3.08490 -2.28378 -2.70758  0.45
C -4.09279 0.84382 -1.76463  -0.53
C -5.74609 -2.34020 0.94982  -0.33
O 7.82242 -0.99512 0.02449  -0.60
P -3.71613 -1.20254 -0.19856  0.93
C 3.66348 -1.89389 -1.88460  -1.22
C 3.75300 -0.81182 0.26549  0.70

LUMO level: -0.038 hartree
SMILES: CCOP(=O)(OCC)c1ccc(OP(=O)(c2cccc([N+](=O)[O-])c2)c2cccc([N+](=O)[O-])c2)cc1
HOMO level: -9.86 eV
energy above the lowest of the compared OMol25 structures with the same formula, charge and spin: 0.0 kJ/mol
Kohn-Sham gap: 8.8 eV

***

Record 2
Computed, not measured: a gas-phase ion, CH5N4O2 (charge +1), with ωB97M-V/def2-TZVPD.

Last column: Mulliken charge in e.
Element x y z (Å)
N 0.78506 0.01110 0.15195  1.10
H 2.06547 -1.57252 0.09758  0.28
C -1.76855 0.03084 0.09274  0.58
N 1.93208 -0.57042 0.20410  -0.53
O -2.52441 -0.78555 0.47417  -0.41
N -0.32200 -0.54050 -0.13671  -0.28
H 2.71640 0.02577 0.46420  0.30
H -0.35487 -1.55792 -0.23769  0.32
H -1.01101 1.85511 -0.41799  0.24
O 0.82409 1.38682 0.56460  -0.59
H -2.72761 1.75840 -0.15441  0.28
N -1.83491 1.29091 -0.24722  -0.29

LUMO level: -0.223 hartree
total charge: +1
SMILES: NC(=O)N[N+](N)=O
HOMO level: -15.67 eV
energy above the lowest of the compared OMol25 structures with the same formula, charge and spin: 207.2 kJ/mol
Kohn-Sham gap: 9.6 eV

***

Record 3
Computed, not measured: a molecular structure, C41H34GeIrN2O2S, with ωB97M-V/def2-TZVPD.

Last column: Mulliken spin population.
Element x y z (Å)
C 3.24411 -1.02202 -0.81445  0.01
C -2.05869 0.02268 -4.06835  0.00
C -0.82699 0.11848 -4.68815  0.01
H -3.98269 -2.85882 3.63685  0.00
C 4.45041 3.73688 0.78065  0.00
C -0.26469 -3.93142 -0.43415  -0.02
H 4.63951 -2.64692 -3.99905  0.00
H 0.97861 -1.76612 -2.54585  0.00
H 4.07991 0.80998 -1.53755  0.00
H 0.98881 -6.18932 1.76065  0.00
C -2.83889 -2.51492 1.86195  0.02
H -4.12319 -1.56992 -1.09725  0.00
H 2.49491 -2.96292 -0.31185  0.00
C 3.95011 -0.24412 -1.72505  0.01
S 2.51741 -0.27442 0.63235  0.01
C 4.25571 -2.19402 -3.09915  0.00
H -0.42749 -4.25712 -2.54575  0.00
C 0.15341 -4.48702 0.76875  0.01
H 5.51411 3.83748 0.92445  0.00
H -0.45949 3.80238 4.78845  0.00
C -4.07149 -1.84912 -0.05825  0.00
C -0.02359 -0.74522 0.47305  0.68
C 3.04161 -2.38232 -1.03625  -0.01
H 5.05031 -0.24842 -3.55055  0.00
C 3.65401 4.87308 0.75755  0.01
C -1.10829 -1.33642 -2.30755  0.00
C -2.84599 -2.15992 0.51645  0.01
C -1.35519 4.16118 4.28635  0.00
N 0.35251 3.32998 0.13665  -0.01
H 4.08701 5.84988 0.91225  0.00
H -3.60599 2.98358 0.38285  0.00
H -2.98949 4.57818 2.14825  0.00
C 0.06341 5.70918 0.25395  -0.01
C 2.26841 4.77828 0.54815  -0.01
C 2.51311 2.34888 0.44705  -0.02
H -1.45399 4.27858 -0.20655  0.00
H -6.13559 -2.27602 2.58095  0.00
C 4.47431 -0.84022 -2.85485  0.00
H -2.13939 4.29128 5.03325  0.00
C 1.41901 5.90048 0.52775  0.03
Ge -1.08369 -2.10912 -0.45565  -0.02
C 3.89741 2.48078 0.64145  0.01
C -2.96189 2.67198 1.19255  -0.02
C 0.11861 -1.25562 -2.96295  0.04
H -0.71839 0.69738 -5.59535  0.00
C -0.41829 4.44368 0.04405  0.03
C 0.67771 -5.76662 0.81635  0.00
C -2.49559 1.33588 1.22685  0.06
H 4.50581 1.59038 0.69855  0.00
H -0.88439 1.51708 4.22665  0.00
C -5.24629 -1.89122 0.67135  0.00
H 1.20751 -7.50922 -0.31325  0.00
H -1.90209 -2.75622 2.34615  -0.03
O 3.40131 -0.41622 1.74855  0.01
H 1.22971 -0.47442 -4.61825  0.00
C -4.00929 -2.56422 2.59825  0.02
H -3.16499 -0.73202 -2.42635  0.00
H 3.35191 -4.00852 -2.38045  0.00
C 0.80211 -6.50852 -0.34605  0.00
H -1.14219 5.12868 3.83785  0.00
C -5.22029 -2.24642 2.00625  0.00
H 0.50211 -6.53332 -2.46315  0.00
H -0.60679 6.55188 0.20145  0.00
C 3.53681 -2.96192 -2.18895  0.00
H -6.18349 -1.65822 0.18885  0.00
Ir -0.43549 1.31898 0.31835  0.11
C -1.79659 3.18268 3.24575  -0.02
O 1.23641 -1.17552 0.89345  0.06
C 0.40571 -5.95842 -1.55305  0.00
C -1.82779 0.90798 2.41295  0.00
C 0.26281 -0.53582 -4.13655  -0.01
C -0.11989 -4.67822 -1.59705  0.00
H -1.68289 -0.14952 2.58395  -0.08
H 1.82471 6.88438 0.70295  0.00
H -2.92569 0.50598 -4.49775  0.00
C 1.68851 3.49358 0.36625  0.01
C -2.19089 -0.68592 -2.88555  0.03
H -3.00349 0.58658 0.61865  0.00
N 1.87151 1.13078 0.32765  0.02
C -2.61289 3.56658 2.18815  0.01
C -1.44379 1.83468 3.36035  0.05
H 0.07691 -3.90822 1.67865  0.01

LUMO level (alpha / beta): -0.010 / -0.012 hartree
spin multiplicity: 2
HOMO level (alpha / beta): -5.81 / -6.47 eV
energy above the lowest of the compared OMol25 structures with the same formula, charge and spin: 253.3 kJ/mol
Kohn-Sham gap (alpha / beta): 5.5 / 6.2 eV

***

Record 4
Computed, not measured: a single C4H6N2O molecule, with ωB97M-V/def2-TZVPD.

Last column: Mulliken charge in e.
Element x y z (Å)
C 1.68427 0.68181 1.11313  -0.77
C 0.12458 -1.04089 -0.51594  -0.16
H -2.93482 -0.81297 -1.39976  0.37
N -1.00092 -1.62557 -1.05778  -0.62
C -1.91740 -0.69905 -1.05046  -0.26
H -1.95699 1.34189 -0.39492  0.19
O 0.57422 1.22659 0.41495  -0.42
H 1.05445 -1.57978 -0.39993  0.39
H 2.17302 1.50121 1.63860  0.24
C -0.14570 0.25670 -0.18190  0.44
N -1.45172 0.48020 -0.52722  -0.04
H 2.39202 0.21501 0.41797  0.29
H 1.33451 -0.07598 1.82424  0.36

LUMO level: 0.032 hartree
SMILES: COc1cnc[nH]1
HOMO level: -8.26 eV
energy above the lowest of the compared OMol25 structures with the same formula, charge and spin: 113.2 kJ/mol
Kohn-Sham gap: 9.1 eV

***

Record 5
Computed, not measured: a molecular structure, C4H9NOS, with ωB97M-V/def2-TZVPD.

Last column: Mulliken charge in e.
Element x y z (Å)
H 0.57620 2.69872 1.35580  0.15
H -0.70703 -1.87047 1.21472  0.23
C 0.73447 0.39668 0.58579  -0.09
H -1.17687 2.08117 -1.32797  0.35
C -0.67896 0.07540 -0.11169  -0.08
C -0.32167 1.46218 -0.88433  -0.60
N -0.42454 -1.19268 -0.81760  -0.53
S 0.58430 2.67394 0.09822  -0.26
H 0.16417 1.34742 -1.82747  0.38
H -0.56014 -3.14591 -0.08705  0.28
H 0.48885 -0.99125 -1.21569  0.35
H 0.89684 -2.14306 0.44986  0.33
O 1.90848 0.05825 0.36629  -0.61
C -0.17150 -2.22513 0.25565  -0.71
H 0.47650 0.54538 1.63259  0.50
H -1.78912 0.22936 0.31288  0.30

LUMO level: 0.015 hartree
HOMO level: -8.66 eV
energy above the lowest of the compared OMol25 structures with the same formula, charge and spin: 541.6 kJ/mol
Kohn-Sham gap: 9.1 eV

***

Record 6
Computed, not measured: a molecular structure, C20H16N6O4S, with ωB97M-V/def2-TZVPD.

Last column: Mulliken charge in e.
Element x y z (Å)
H -3.04795 -4.40147 -0.13255  0.32
H -3.18047 1.58913 1.73032  0.27
C -3.19166 -0.71403 1.54314  -0.22
C 6.93041 -0.90057 0.24228  -0.75
C -1.50411 3.42021 0.69092  -0.05
O -3.02820 -2.97719 1.47262  -0.40
H -4.47607 -4.39760 0.79373  0.45
C -3.60686 2.78427 -0.83275  0.07
H 6.79083 -1.41094 -0.85470  0.24
H -5.52995 2.05662 -0.82942  0.22
C -0.18949 0.97999 -0.81042  0.28
H -2.95240 -5.12822 1.41614  0.27
C -1.65356 1.58397 -0.91294  -0.36
C -3.49245 -4.25958 0.92228  -0.93
C 1.40733 -0.61974 -1.00547  -0.34
C -0.00375 -0.24909 -1.04897  -0.41
H 0.67108 3.10436 -0.17161  0.48
C 0.72341 2.03816 -0.26974  -0.96
C 2.06174 1.42512 -0.35414  -0.66
H -5.32336 -0.50962 -1.50655  0.32
C 5.10574 0.65570 0.16000  0.23
N 1.53679 -1.90774 -1.15754  0.78
C -4.33366 -1.91455 -0.32731  -1.24
O 0.57460 -2.77017 -1.73052  -0.60
H -2.30128 1.14627 -1.61581  0.82
N 6.07506 2.59313 0.69673  -0.70
O 2.61897 -2.53878 -0.76009  -0.57
H 8.00382 -0.90643 0.57784  0.31
H 7.91070 1.51005 1.00435  0.33
N -4.59520 2.03320 -0.62556  -0.09
H -2.51444 -0.91013 2.52561  0.21
C -4.72512 -0.56003 -0.59236  -0.57
O -3.96299 4.12660 -1.11322  -0.71
N -1.30429 4.26058 1.58484  -0.57
C 6.83007 1.43278 0.85959  0.03
C -2.19360 2.63105 -0.54564  0.70
H 2.85524 2.11816 0.23094  0.33
N 6.36253 0.25187 0.47208  0.18
H -4.83518 -2.53515 -0.78159  0.80
N 4.86843 1.73056 0.36659  -0.01
H 6.39444 -1.83724 0.94197  0.26
C -3.51733 -1.91650 0.93754  0.66
H -0.76841 -0.81493 -1.44795  0.81
C -4.29448 0.53451 0.17309  0.20
S 3.93823 -0.49125 -0.57001  -0.16
C 2.34234 0.12733 -0.39482  0.61
C -3.47550 0.53727 1.04907  0.11

LUMO level: -0.083 hartree
HOMO level: -8.96 eV
Kohn-Sham gap: 6.7 eV

***

Calculated DFT total energy, -63155.1808 -11162.4951 -120329.0714 -9272.3289 -18661.9127 -48944.4895 eV (same order as the records).